Entry 1:
C6H16N3PdSe as an isolated structure at a distorted geometry. Source: the OMol25 dataset; level of theory: the ωB97M-V functional and the def2-TZVPD basis.

Last column: Mulliken spin population.
Atoms and positions in Å:
C (-2.148, -3.084, 0.309)  0.391
Pd (-1.934, -1.045, 0.250)  0.835
N (-3.576, -0.529, -1.345)  0.185
H (-0.355, -1.594, 0.443)  0.171
H (-1.569, -0.692, 1.775)  0.215
H (-1.306, -3.193, 1.182)  -0.051
H (-2.060, -3.705, -0.609)  0.032
H (-3.137, -3.039, 0.861)  -0.032
H (-3.047, -0.117, -2.113)  0.013
H (-4.245, 0.143, -0.970)  -0.075
H (-4.097, -1.326, -1.707)  -0.061
C (3.112, -0.693, -0.806)  -0.010
N (2.507, 0.432, -0.120)  -0.462
C (3.132, 1.329, 0.726)  0.144
C (2.191, 2.244, 1.106)  0.037
N (1.005, 1.892, 0.475)  0.058
C (-0.250, 2.613, 0.592)  0.194
C (1.190, 0.765, -0.292)  0.249
Se (0.049, -0.194, -1.399)  0.202
H (2.471, -1.573, -0.697)  0.065
H (4.089, -0.880, -0.357)  -0.032
H (3.225, -0.479, -1.875)  0.062
H (4.180, 1.235, 0.971)  0.010
H (2.270, 3.108, 1.749)  -0.034
H (-0.703, 2.449, 1.577)  -0.043
H (-0.067, 3.684, 0.461)  -0.025
H (-0.928, 2.249, -0.184)  -0.039

Output
total charge: -1
energy: -79772.7827 eV
expectation value of S²: 2.03
2S+1: 3
lowest unoccupied orbital energy (spin up / spin down): 0.121 / 0.118 hartree
max |F|: 3.40 eV Å⁻¹
gap between HOMO and LUMO (spin up / spin down): 2.7 / 5.7 eV



Entry 2:
An isolated molecule of C5H8S at a distorted geometry. Source: the OMol25 dataset; level of theory: the ωB97M-V functional and the def2-TZVPD basis.

Last column: Löwdin charge in e.
Atoms and positions in Å:
C (-0.077, 1.825, 1.717)  0.140
C (-0.072, 0.613, 1.417)  -0.179
C (-0.006, -0.722, 0.932)  -0.289
C (-0.086, -0.867, -0.518)  -0.644
C (0.901, -0.022, -1.379)  -0.131
S (-1.758, -0.453, -1.289)  0.779
H (-0.264, 2.826, 1.999)  0.014
H (-0.835, -1.301, 1.524)  0.170
H (0.932, -0.920, 1.350)  0.107
H (-0.008, -1.942, -0.750)  0.093
H (1.051, -0.481, -2.344)  0.071
H (1.834, 0.162, -0.944)  0.049
H (0.407, 0.977, -1.329)  0.070
H (-2.019, 0.303, -0.383)  -0.250

Output
energy: -16146.8484 eV
SMILES: C#CC[C@H](C)S
lowest unoccupied orbital energy: 0.032 hartree
max |F|: 6.86 eV Å⁻¹
gap between HOMO and LUMO: 9.9 eV



Entry 3:
An isolated molecule of C18H31NO. Source: the OMol25 dataset; level of theory: the ωB97M-V functional and the def2-TZVPD basis.

Last column: Löwdin charge in e.
Atoms and positions in Å:
C (-0.039, 2.928, 5.420)  -0.112
C (-1.137, 3.226, 4.408)  -0.231
C (-0.794, 2.673, 3.019)  -0.430
C (-1.984, 2.850, 2.065)  -0.056
N (0.422, 3.325, 2.557)  -0.053
C (1.122, 2.697, 1.451)  -0.232
C (1.820, 1.413, 1.910)  -0.191
C (2.942, 0.971, 0.972)  -0.170
C (2.432, 0.550, -0.405)  -0.217
O (1.551, -0.538, -0.234)  -0.044
C (0.942, -1.072, -1.329)  -0.249
C (1.130, -0.642, -2.635)  0.012
C (0.454, -1.263, -3.679)  -0.266
C (0.682, -0.807, -5.090)  -0.049
C (-0.405, -2.314, -3.408)  -0.013
C (-0.606, -2.759, -2.105)  -0.208
C (-1.538, -3.909, -1.810)  -0.388
C (-1.040, -5.193, -2.475)  -0.066
C (-2.966, -3.585, -2.256)  -0.067
C (0.070, -2.131, -1.076)  0.044
H (0.906, 3.323, 5.059)  0.060
H (-0.270, 3.380, 6.381)  0.065
H (0.067, 1.854, 5.559)  0.070
H (-2.079, 2.788, 4.743)  0.108
H (-1.278, 4.307, 4.332)  0.110
H (-0.574, 1.606, 3.116)  0.134
H (-2.858, 2.328, 2.447)  0.074
H (-1.754, 2.449, 1.081)  0.064
H (-2.230, 3.906, 1.961)  0.078
H (0.209, 4.292, 2.330)  0.116
H (0.463, 2.478, 0.595)  0.107
H (1.882, 3.408, 1.113)  0.122
H (2.237, 1.598, 2.901)  0.116
H (1.099, 0.600, 1.988)  0.104
H (3.457, 0.118, 1.417)  0.115
H (3.664, 1.778, 0.840)  0.115
H (3.282, 0.253, -1.038)  0.131
H (1.915, 1.388, -0.892)  0.122
H (1.800, 0.174, -2.862)  0.108
H (0.856, 0.266, -5.129)  0.076
H (-0.171, -1.049, -5.719)  0.075
H (1.560, -1.305, -5.504)  0.085
H (-0.923, -2.791, -4.227)  0.113
H (-1.548, -4.068, -0.726)  0.130
H (-1.038, -5.092, -3.557)  0.074
H (-0.026, -5.417, -2.150)  0.082
H (-1.682, -6.030, -2.209)  0.076
H (-3.311, -2.669, -1.783)  0.082
H (-3.639, -4.394, -1.979)  0.076
H (-3.014, -3.454, -3.334)  0.073
H (-0.060, -2.447, -0.052)  0.122

Output
energy: -22706.9925 eV
SMILES: CC[C@@H](C)NCCCCOc1cc(C)cc(C(C)C)c1
lowest unoccupied orbital energy: 0.031 hartree
max |F|: 0.53 eV Å⁻¹
gap between HOMO and LUMO: 9.2 eV



Entry 4:
An isolated molecule of CH2Cl4Si at a distorted geometry. Source: the OMol25 dataset; level of theory: the ωB97M-V functional and the def2-TZVPD basis.

Last column: Löwdin charge in e.
Atoms and positions in Å:
Cl (-1.177, -1.942, -0.054)  0.486
C (-1.038, -0.157, 0.019)  -0.749
Si (0.788, 0.388, -0.154)  -0.536
Cl (1.676, -0.396, -1.748)  0.368
Cl (1.874, -0.638, 1.736)  0.003
Cl (1.004, 2.361, 0.025)  0.364
H (-1.653, 0.232, -0.790)  0.031
H (-1.474, 0.150, 0.966)  0.033

Output
energy: -59040.7400 eV
SMILES: ClC[Si](Cl)(Cl)Cl
lowest unoccupied orbital energy: 0.006 hartree
max |F|: 3.77 eV Å⁻¹
gap between HOMO and LUMO: 11.0 eV



Entry 5:
An isolated molecule of C2H2O3 at a distorted geometry. Source: the OMol25 dataset; level of theory: the ωB97M-V functional and the def2-TZVPD basis.

Last column: Löwdin charge in e.
Atoms and positions in Å:
O (0.839, -1.072, 0.396)  0.112
C (0.103, 0.003, 0.285)  -0.415
C (-0.734, 0.842, -0.519)  0.011
O (-0.693, 1.747, 0.550)  -0.047
O (0.128, 0.941, 1.267)  0.035
H (1.610, -0.608, 0.913)  0.190
H (-1.474, 0.879, -1.339)  0.114

Output
energy: -8243.1959 eV
SMILES: Oc1coo1
lowest unoccupied orbital energy: 0.019 hartree
max |F|: 5.25 eV Å⁻¹
gap between HOMO and LUMO: 9.0 eV



Entry 6:
A 2-piece molecular cluster, CH3Cl2N overall at a distorted geometry. Source: the OMol25 dataset; level of theory: the ωB97M-V functional and the def2-TZVPD basis.

Last column: Löwdin charge in e.
Atoms and positions in Å:
C (-0.801, 0.017, -0.409)  -0.509
N (0.898, 0.676, 0.440)  -0.549
Cl (-0.829, -1.644, 0.030)  0.542
Cl (2.205, -0.279, -0.052)  0.459
H (-0.556, 0.161, -1.450)  0.032
H (-1.579, 0.612, 0.032)  0.036
H (0.662, 0.457, 1.409)  -0.012

Output
energy: -27617.7137 eV
lowest unoccupied orbital energy: 0.016 hartree
max |F|: 4.28 eV Å⁻¹
gap between HOMO and LUMO: 9.6 eV